# 1
Formula: C2H4N2
Source: the Open Molecules 2025 dataset
Level of theory: wB97M-V/def2-TZVPD

Calculated values
Highest occupied orbital energy in eV: -10.5
Energy above the lowest of the compared OMol25 structures with the same formula, charge and spin in kcal/mol: 120.3
Total energy in Eh: -187.92656
Orbital gap in eV: 11.560

Bonds (Å) are listed after each position.
Atoms and positions in Å:
1 C 0.370 -0.589 0.079  C2 1.421, N4 1.494, H5 1.092, H6 1.138
2 C -0.440 0.416 -0.516  C1 1.421, N3 1.355, N4 1.450
3 N -1.529 0.358 0.289  C2 1.355, N4 1.518, H8 0.985
4 N -1.016 -0.907 -0.377  C1 1.494, C2 1.450, N3 1.518
5 H 0.984 -1.267 -0.520  C1 1.092
6 H 0.555 -0.610 1.201  C1 1.138
7 H -0.077 0.904 -1.832  no bonds
8 H -1.229 0.475 1.220  N3 0.985

Atomic partial charges in e from the natural (NBO) method, atoms 1 to 6: C -0.309; C 0.069; N -0.462; N -0.208; H 0.215; H 0.183

***

# 2
Formula: C25H80N22O13
Source: the Open Molecules 2025 dataset
Level of theory: wB97M-V/def2-TZVPD

Calculated values
Highest occupied orbital energy (alpha / beta) in eV: 0.2 / -7.1
Multiplicity: 2
Energy above the lowest of the compared OMol25 structures with the same formula, charge and spin in kcal/mol: 53.8
<S²>: 0.7503
Total energy in Eh: -3183.25692
Orbital gap (alpha / beta) in eV: 1.104 / 8.413
Total charge: -1

Bonds (Å) are listed after each position.
Atoms and positions in Å:
1 C -9.275 8.170 -9.778  O2 1.256, N3 1.262, N4 1.314
2 O -9.194 9.370 -10.138  C1 1.256
3 N -9.842 7.762 -8.728  C1 1.262, H5 1.010, H6 1.010
4 N -8.959 7.149 -10.542  C1 1.314, H7 1.010, H8 1.010
5 H -9.877 6.758 -8.626  N3 1.010
6 H -10.338 8.438 -8.163  N3 1.010
7 H -8.490 7.207 -11.435  N4 1.010
8 H -9.311 6.265 -10.203  N4 1.010
9 C -11.736 9.509 -6.087  O10 1.215, N11 1.337, N12 1.289
10 O -12.099 10.085 -7.093  C9 1.215
11 N -10.501 9.089 -5.794  C9 1.337, H13 1.010, H14 1.010
12 N -12.477 9.342 -5.045  C9 1.289, H15 1.010, H16 1.010
13 H -9.774 9.635 -6.234  N11 1.010
14 H -10.302 8.832 -4.838  N11 1.010
15 H -13.409 9.678 -4.851  N12 1.010
16 H -12.054 8.783 -4.318  N12 1.010
17 C -11.130 6.497 -14.616  O18 1.211, N19 1.273, N20 1.288
18 O -12.188 6.407 -15.200  C17 1.211
19 N -10.941 6.170 -13.401  C17 1.273, H21 1.010, H22 1.010
20 N -10.070 6.796 -15.284  C17 1.288, H23 1.010, H24 1.010
21 H -10.015 6.187 -12.999  N19 1.010
22 H -11.729 5.725 -12.954  N19 1.010
23 H -9.207 6.678 -14.773  N20 1.010
24 H -10.006 7.136 -16.233  N20 1.010
25 C -6.750 2.928 -12.166  O26 1.209, N27 1.290, N28 1.268
26 O -6.778 2.815 -13.369  C25 1.209
27 N -6.152 2.054 -11.431  C25 1.290, H29 1.010, H30 1.010
28 N -7.120 3.924 -11.473  C25 1.268, H31 1.010, H32 1.010
29 H -6.373 1.917 -10.455  N27 1.010
30 H -5.715 1.339 -11.996  N27 1.010
31 H -7.067 4.681 -12.140  N28 1.010
32 H -6.984 3.870 -10.474  N28 1.010
33 C -9.488 -1.839 -11.953  O34 1.251, N35 1.275, N36 1.235
34 O -8.361 -1.339 -11.744  C33 1.251
35 N -10.638 -1.291 -11.986  C33 1.275, H37 1.010, H38 1.010
36 N -9.627 -3.033 -12.234  C33 1.235, H39 1.010, H40 1.010
37 H -10.793 -0.343 -11.674  N35 1.010
38 H -11.296 -1.731 -12.614  N35 1.010
39 H -8.886 -3.718 -12.188  N36 1.010
40 H -10.603 -3.292 -12.224  N36 1.010
41 C -5.328 7.225 -9.050  O42 1.232, N43 1.366, N44 1.272
42 O -4.116 7.152 -8.841  C41 1.232
43 N -6.115 6.109 -9.038  C41 1.366, H45 1.010, H46 1.010
44 N -5.953 8.332 -9.091  C41 1.272, H47 1.010, H48 1.010
45 H -5.737 5.207 -8.785  N43 1.010
46 H -7.105 6.306 -9.076  N43 1.010
47 H -6.869 8.397 -9.512  N44 1.010
48 H -5.264 9.062 -9.198  N44 1.010
49 C -5.409 2.567 -7.519  O50 1.164, N51 1.325, N52 1.286
50 O -5.954 3.256 -8.283  C49 1.164
51 N -4.118 2.554 -7.218  C49 1.325, H53 1.010, H54 1.010
52 N -5.992 1.580 -6.937  C49 1.286, H55 1.010, H56 1.010
53 H -3.774 2.051 -6.412  N51 1.010
54 H -3.584 3.309 -7.623  N51 1.010
55 H -6.967 1.474 -7.177  N52 1.010
56 H -5.430 0.862 -6.502  N52 1.010
57 C -12.314 2.667 -12.636  O58 1.210, N59 1.364, N60 1.293
58 O -11.515 3.573 -12.568  C57 1.210
59 N -13.560 2.737 -12.088  C57 1.364, H61 1.010, H62 1.010
60 N -12.141 1.538 -13.241  C57 1.293, H63 1.010, H64 1.010
61 H -14.201 1.985 -12.299  N59 1.010
62 H -13.908 3.574 -11.644  N59 1.010
63 H -11.197 1.300 -13.509  N60 1.010
64 H -12.974 0.968 -13.206  N60 1.010
65 C -9.595 8.309 -2.654  O66 1.222, N67 1.267, N68 1.269
66 O -10.170 7.794 -3.602  C65 1.222
67 N -9.294 7.641 -1.621  C65 1.267, H69 1.010, H70 1.010
68 N -9.414 9.558 -2.523  C65 1.269, H71 1.010, H72 1.010
69 H -8.842 8.126 -0.860  N67 1.010
70 H -9.788 6.766 -1.512  N67 1.010
71 H -9.200 10.091 -1.692  N68 1.010
72 H -9.763 10.037 -3.340  N68 1.010
73 C -5.024 5.934 -4.387  C74 1.506, H79 1.090, H80 1.090, H81 1.090
74 C -6.412 6.088 -3.823  C73 1.506, C75 1.531, N78 1.414, H82 1.090
75 C -7.007 4.728 -3.452  C74 1.531, O76 1.475, H83 1.090, H84 1.090
76 O -6.209 3.961 -2.478  C75 1.475, C77 1.426
77 C -6.942 2.779 -2.158  O76 1.426, H85 1.090, H86 1.090, H87 1.090
78 N -6.321 6.991 -2.739  C74 1.414, H88 1.010, H89 1.010
79 H -4.595 6.873 -4.738  C73 1.090
80 H -5.055 5.503 -5.387  C73 1.090
81 H -4.299 5.343 -3.827  C73 1.090
82 H -7.103 6.456 -4.582  C74 1.090
83 H -6.831 4.086 -4.316  C75 1.090
84 H -8.032 4.906 -3.127  C75 1.090
85 H -7.955 2.906 -1.777  C77 1.090
86 H -6.291 2.227 -1.479  C77 1.090
87 H -7.027 2.115 -3.018  C77 1.090
88 H -7.224 7.366 -2.487  N78 1.010
89 H -6.208 6.298 -2.013  N78 1.010
90 C -11.158 2.784 1.191  C91 1.548, H96 1.090, H97 1.090, H98 1.090
91 C -11.117 2.917 -0.351  C90 1.548, C92 1.590, N95 1.516, H99 1.090
92 C -10.545 4.376 -0.623  C91 1.590, O93 1.437, H100 1.090, H101 1.090
93 O -10.530 4.823 -1.989  C92 1.437, C94 1.388
94 C -11.697 5.328 -2.546  O93 1.388, H102 1.090, H103 1.090, H104 1.090
95 N -10.124 1.907 -0.891  C91 1.516, H105 1.010, H106 1.010
96 H -10.162 3.029 1.560  C90 1.090
97 H -11.456 1.818 1.597  C90 1.090
98 H -11.818 3.559 1.582  C90 1.090
99 H -12.107 2.766 -0.781  C91 1.090
100 H -9.530 4.565 -0.271  C92 1.090
101 H -11.223 5.059 -0.112  C92 1.090
102 H -12.520 4.642 -2.347  C94 1.090
103 H -11.589 5.393 -3.629  C94 1.090
104 H -12.052 6.353 -2.435  C94 1.090
105 H -10.508 1.021 -0.594  N95 1.010
106 H -9.968 2.129 -1.864  N95 1.010
107 C -9.706 2.225 -9.453  C108 1.507, H113 1.090, H114 1.090, H115 1.090
108 C -10.180 3.613 -9.107  C107 1.507, C109 1.536, N112 1.480, H116 1.090
109 C -9.499 4.008 -7.788  C108 1.536, O110 1.458, H117 1.090, H118 1.090
110 O -10.217 5.122 -7.180  C109 1.458, C111 1.401
111 C -9.608 5.473 -5.968  O110 1.401, H119 1.090, H120 1.090, H121 1.090
112 N -9.893 4.387 -10.337  C108 1.480, H122 1.010, H123 1.010
113 H -10.010 1.962 -10.466  C107 1.090
114 H -10.106 1.475 -8.772  C107 1.090
115 H -8.624 2.173 -9.331  C107 1.090
116 H -11.225 3.458 -8.841  C108 1.090
117 H -8.428 4.179 -7.898  C109 1.090
118 H -9.545 3.167 -7.096  C109 1.090
119 H -8.681 6.037 -5.869  C111 1.090
120 H -9.496 4.620 -5.298  C111 1.090
121 H -10.362 6.111 -5.507  C111 1.090
122 H -9.105 4.080 -10.888  N112 1.010
123 H -10.665 4.285 -10.981  N112 1.010
124 C -17.304 -0.609 -7.496  C125 1.494, H130 1.090, H131 1.090, H132 1.090
125 C -16.313 -0.604 -8.614  C124 1.494, C126 1.554, N129 1.494, H133 1.090
126 C -14.808 -0.903 -8.371  C125 1.554, O127 1.381, H134 1.090, H135 1.090
127 O -13.897 -0.111 -9.041  C126 1.381, C128 1.421
128 C -13.562 1.153 -8.484  O127 1.421, H136 1.090, H137 1.090, H138 1.090
129 N -16.809 -1.642 -9.568  C125 1.494, H139 1.010, H140 1.010
130 H -17.386 -1.522 -6.906  C124 1.090
131 H -18.345 -0.345 -7.678  C124 1.090
132 H -16.718 0.057 -6.862  C124 1.090
133 H -16.312 0.304 -9.216  C125 1.090
134 H -14.479 -1.909 -8.632  C126 1.090
135 H -14.656 -0.733 -7.305  C126 1.090
136 H -12.965 0.939 -7.597  C128 1.090
137 H -14.455 1.764 -8.351  C128 1.090
138 H -12.892 1.620 -9.206  C128 1.090
139 H -16.799 -2.439 -8.948  N129 1.010
140 H -16.016 -1.742 -10.184  N129 1.010

Atomic partial charges in e from the Löwdin method, atoms 1 to 6: C -0.795; O -0.019; N 0.217; N 0.142; H 0.089; H 0.099

***

# 3
Formula: C2NO4
Source: the Open Molecules 2025 dataset
Level of theory: wB97M-V/def2-TZVPD

Calculated values
Highest occupied orbital energy (alpha / beta) in eV: -3.9 / -3.9
Energy above the lowest of the compared OMol25 structures with the same formula, charge and spin in kcal/mol: 165.6
Total energy in Eh: -431.70482
Orbital gap (alpha / beta) in eV: 4.530 / 4.557
Total charge: -1

Bonds (Å) are listed after each position.
Atoms and positions in Å:
1 C 1.856 -0.112 0.246  N3 1.277, O7 1.378
2 C -1.991 -0.097 0.217  O4 1.213, O5 1.283, O6 1.296
3 N 2.910 -0.652 -0.233  C1 1.277, O7 1.528
4 O -2.306 -0.691 1.227  C2 1.213
5 O -0.867 0.066 -0.379  C2 1.283
6 O -2.570 0.431 -0.816  C2 1.296
7 O 2.629 0.843 -0.378  C1 1.378, N3 1.528

Atomic partial charges in e from the natural (NBO) method, atoms 1 to 6: C 0.234; C 0.902; N -0.359; O -0.638; O -0.232; O -0.371

***

What is the formula in the first record?
C2H4N2

***

Which value of energy above the lowest of the compared OMol25 structures with the same formula, charge and spin does entry 2 give?
53.8 kcal/mol